Entry 1:
The ion C4H7N2O2 with charge +1. Source: the Open Molecules 2025 dataset; level of theory: ωB97M-V/def2-TZVPD.

Summary:
Structure (SMILES) ... CC1=[NH+][C@]2(CO2)ON1
Charge ... +1

Each atom is followed by the atoms it is bonded to, with distances in Å.
Cartesian coordinates (Å):
1 C -0.907 0.350 0.199  C4 1.467, N5 1.311, N6 1.332
2 C 2.361 -1.099 -0.533  C3 1.456, O7 1.420, H9 1.085, H10 1.085
3 C 1.175 -0.469 0.031  C2 1.456, N6 1.434, O7 1.479, O8 1.389
4 C -2.201 0.969 -0.106  C1 1.467, H11 1.091, H12 1.090, H13 1.086
5 N -0.497 0.004 1.395  C1 1.311, O8 1.392, H14 1.012
6 N 0.027 0.004 -0.686  C1 1.332, C3 1.434, H15 1.011
7 O 2.430 0.280 -0.198  C2 1.420, C3 1.479
8 O 0.741 -0.630 1.340  C3 1.389, N5 1.392
9 H 2.947 -1.771 0.086  C2 1.085
10 H 2.386 -1.317 -1.595  C2 1.085
11 H -2.807 0.289 -0.707  C4 1.091
12 H -2.070 1.879 -0.690  C4 1.090
13 H -2.744 1.193 0.807  C4 1.086
14 H -0.910 0.047 2.317  N5 1.012
15 H 0.070 0.271 -1.660  N6 1.011

Entry 2:
A cluster of 2 separate species, C4H7N2OP in total. Source: the Open Molecules 2025 dataset; level of theory: ωB97M-V/def2-TZVPD.

Summary:
Charge ... 0

Each atom is followed by the atoms it is bonded to, with distances in Å.
Cartesian coordinates (Å):
1 C 2.617 1.142 -0.138  C2 1.179, H9 1.011
2 C 3.728 1.029 0.241  C1 1.179, H10 1.069
3 C -0.585 -1.319 1.058  C4 1.348, N5 1.430, H11 1.093
4 C -1.216 -2.431 0.634  C3 1.348, H12 1.083, H13 1.039
5 N -0.884 -0.007 0.573  C3 1.430, P8 1.558
6 N -1.383 1.952 -1.042  P8 1.722, H14 0.970, H15 1.044
7 O -0.838 -0.307 -2.211  P8 1.402
8 P -1.066 0.262 -0.951  N5 1.558, N6 1.722, O7 1.402
9 H 1.664 1.231 -0.463  C1 1.011
10 H 4.745 0.994 0.571  C2 1.069
11 H 0.247 -1.290 1.766  C3 1.093
12 H -2.142 -2.186 0.126  C4 1.083
13 H -1.170 -3.274 1.240  C4 1.039
14 H -2.285 2.051 -1.385  N6 0.970
15 H -1.432 2.154 -0.019  N6 1.044

The records above yield DFT total energy values of -416.26893 -682.60921 Ha, respectively.
The records above yield ΔE to the lowest compared entry with this formula, charge and spin values of 238.4 335.8 kJ/mol, respectively.
The records above yield HOMO energy values of -14.480 -9.265 eV, respectively.